The following is a quantum chemistry calculation of 2 unconnected molecules or ions with the total composition C13H28N2O8P in a non-equilibrium geometry, from the Open Molecules 2025 dataset.

```
52
C13H28N2O8P ωB97M-V/def2-TZVPD
C 7.4359 -0.9902 1.0352
C 6.5062 -1.2366 -0.1233
C 4.8634 -1.3314 0.0124
C 4.3382 -2.6225 0.8840
N 5.3950 -3.7315 0.6975
O 3.0683 -3.2058 0.4120
C 2.0043 -2.1961 0.2889
C 0.5673 -3.0484 0.3616
N -0.4417 -2.4177 1.2975
C -1.8726 -2.6708 0.8146
C -2.6911 -1.2498 1.1435
C -4.2945 -1.3354 0.7836
O -1.9803 -0.2154 0.3206
C 4.3618 -2.2759 2.5016
O 4.9352 -1.1990 3.0549
O 3.7487 -3.2506 3.4453
H 7.7474 0.1163 1.2867
H 7.8186 -1.8721 1.7371
H 6.9854 -1.3581 -1.1894
H 4.4524 -1.3723 -1.1077
H 4.4981 -0.2913 0.4515
H 6.1758 -3.6171 1.3817
H 4.8669 -4.6013 1.0100
H 2.0333 -1.7374 -0.8117
H 2.0433 -1.3707 1.1275
H 0.1650 -3.2717 -0.7196
H 0.8312 -4.1138 0.8308
H -0.3190 -2.9289 2.2224
H -2.3474 -3.6023 1.3450
H -1.9418 -2.8602 -0.3395
H -2.5183 -1.0773 2.3108
H -4.7569 -0.2613 0.9604
H -4.4370 -1.6243 -0.3559
H -4.8430 -2.0646 1.5213
H -2.1667 0.6748 0.7462
C -3.7262 3.2829 -4.0818
O -4.6317 3.1902 -3.0007
P -3.8820 3.1613 -1.4419
O -4.7275 1.9463 -1.0553
O -4.7071 4.5254 -1.0266
C -4.3602 5.7266 -1.6851
O -3.1323 3.1325 0.1169
C -2.1336 4.1082 0.3280
H -3.8532 2.4102 -4.7278
H -3.9493 4.1872 -4.6528
H -2.6895 3.3260 -3.7351
H -5.0397 5.8886 -2.5259
H -3.3290 5.6951 -2.0490
H -4.4614 6.5563 -0.9810
H -2.5943 5.0524 0.6276
H -1.5397 4.2531 -0.5785
H -1.4750 3.7683 1.1316
```

Calculated values
* strongest force on any atom: 10.62 eV/Å
* energy: -42571.759 eV
* multiplicity: 1
* HOMO energy: -3.7 eV
* charge: -1

Okay, here come the Mulliken numbers, in e, for every atom:
1. C -0.554
2. C -0.373
3. C -0.472
4. C 0.901
5. N -0.802
6. O -0.383
7. C -0.396
8. C -0.392
9. N -0.291
10. C -0.692
11. C 0.198
12. C -0.802
13. O -0.491
14. C 0.207
15. O -0.623
16. O -0.768
17. H 0.184
18. H 0.198
19. H 0.249
20. H 0.310
21. H 0.256
22. H 0.279
23. H 0.321
24. H 0.100
25. H 0.290
26. H 0.263
27. H 0.220
28. H 0.281
29. H 0.258
30. H 0.304
31. H 0.249
32. H 0.198
33. H 0.221
34. H 0.316
35. H 0.229
36. C -0.724
37. O -0.292
38. P 1.061
39. O -0.589
40. O -0.333
41. C -0.710
42. O -0.259
43. C -0.713
44. H 0.236
45. H 0.251
46. H 0.359
47. H 0.239
48. H 0.342
49. H 0.270
50. H 0.249
51. H 0.350
52. H 0.268